Formula: C4H6N2
Source: the OMol25 dataset
Level of theory: ωB97M-V/def2-TZVPD

Last column: Mulliken charge in e.
Element x y z (Å)
N  -0.167  -0.597  0.706  -0.287
N  0.126  0.306  -1.602  -0.209
C  1.159  -0.793  0.119  -0.248
C  -1.132  -0.067  -0.130  -0.360
C  1.249  -0.092  -1.245  -0.298
C  -0.621  0.767  0.976  -0.270
H  1.923  -0.427  0.811  0.285
H  1.336  -1.862  -0.049  0.258
H  -2.132  -0.512  -0.242  0.332
H  -0.653  0.785  -1.972  0.305
H  -1.112  0.892  1.943  0.263
H  0.024  1.599  0.685  0.230

Summary:
Orbital gap in eV: 9.168
HOMO level in eV: -8.065
Charge: 0

***

Formula: C7H11N
Source: the OMol25 dataset
Level of theory: ωB97M-V/def2-TZVPD

Last column: Mulliken charge in e.
Element x y z (Å)
N  0.014  1.199  1.206  -0.774
C  -0.235  -1.021  -1.170  -1.127
C  1.409  -0.393  1.054  -0.743
C  0.950  0.837  0.173  0.161
C  -0.218  -0.278  1.267  -0.085
C  -1.271  0.710  -0.829  -0.770
C  0.215  0.409  -1.146  -0.328
C  -1.086  -0.598  0.094  -0.331
H  0.757  0.855  -1.972  0.462
H  -1.643  1.684  -0.551  0.330
H  0.403  -1.899  -1.172  0.325
H  -2.045  -1.025  0.305  0.555
H  -0.900  -1.323  -1.971  0.325
H  -1.915  0.588  -1.728  0.317
H  2.184  -0.653  1.788  0.287
H  1.841  1.541  0.048  0.410
H  -0.700  -0.593  2.196  0.421
H  1.536  -1.251  0.411  0.194
H  0.704  1.209  1.998  0.370

Summary:
Orbital gap in eV: 9.830
HOMO level in eV: -8.799
Charge: 0

***

Formula: C31H47N3O4
Source: the OMol25 dataset
Level of theory: ωB97M-V/def2-TZVPD

Last column: Mulliken charge in e.
Element x y z (Å)
O  -4.072  2.453  2.484  -0.460
O  0.086  3.085  -4.196  -0.451
O  2.129  -1.424  -0.836  -0.501
O  -2.805  -3.389  -0.133  -0.379
N  6.841  -1.124  -2.158  -0.564
N  -0.862  -2.291  3.317  -0.295
N  2.599  5.902  1.877  -0.577
C  -2.817  -3.745  3.378  -0.586
C  -2.855  2.589  3.104  -0.583
C  1.166  4.135  2.818  -0.528
C  1.792  5.355  2.891  -0.321
C  1.523  -0.400  -1.636  -0.214
C  -0.134  -3.420  3.417  -0.377
C  -1.026  1.307  -5.196  -0.416
C  -2.070  1.283  2.797  -0.202
C  5.597  -0.829  -1.711  -0.278
C  -2.079  -4.921  3.574  -0.471
C  -2.651  1.035  1.382  0.404
C  2.229  3.848  0.590  -0.339
C  7.889  -1.258  -1.283  -0.253
C  0.295  1.541  -5.869  -0.458
C  0.476  0.251  -0.769  -0.116
C  -4.846  -2.682  -0.604  -0.506
C  -1.136  2.466  -4.187  0.079
C  1.049  2.299  -4.792  -0.040
C  -3.925  -1.656  -1.214  -0.551
C  7.789  -1.041  0.064  -0.293
C  -0.684  -4.745  3.448  -0.431
C  -4.141  1.291  1.650  -0.485
C  -2.518  -2.240  -0.954  0.639
C  5.407  -0.626  -0.339  0.008
C  0.730  -0.387  0.586  0.810
C  -2.174  -2.521  3.296  0.298
C  -4.059  -3.947  -0.247  -0.325
C  1.312  -1.737  0.291  -0.375
C  1.292  3.476  1.557  0.810
C  2.786  5.065  0.770  -0.407
C  6.530  -0.705  0.548  -0.467
H  0.923  0.671  -6.063  0.358
H  1.319  0.292  1.202  0.402
H  -2.336  3.489  2.773  0.318
H  -4.252  -4.298  0.767  0.190
H  -0.545  0.178  -1.142  0.151
H  2.559  3.267  -0.258  0.430
H  2.223  0.405  -1.860  0.073
H  -1.161  2.052  -3.179  -0.196
H  -2.915  2.462  4.185  0.380
H  8.826  -1.673  -1.625  0.335
H  -0.074  -5.631  3.537  0.409
H  -1.940  3.192  -4.309  0.309
H  1.831  -2.102  1.178  0.302
H  -2.580  -5.874  3.650  0.411
H  -3.997  -1.670  -2.302  0.359
H  0.238  2.111  -6.796  0.234
H  3.321  5.548  -0.034  0.359
H  1.160  -0.742  -2.605  0.218
H  0.944  -3.391  3.359  0.397
H  0.708  1.314  -0.697  0.144
H  -1.925  1.248  -5.809  0.378
H  4.779  -0.710  -2.406  0.461
H  -5.885  -2.733  -0.930  0.470
H  0.435  3.786  3.533  0.420
H  -2.631  -0.024  1.126  -0.526
H  -0.201  -0.592  1.115  -0.994
H  8.672  -1.082  0.685  0.384
H  -2.292  0.381  3.368  0.365
H  1.888  2.967  -4.987  0.289
H  -5.010  -2.308  0.406  0.078
H  -1.013  1.540  2.721  -0.014
H  1.661  5.973  3.768  0.357
H  0.733  2.555  1.632  -0.181
H  -0.915  0.384  -4.626  0.098
H  1.607  1.736  -4.044  -0.141
H  -1.848  -1.493  -0.528  -0.910
H  6.427  -0.648  1.622  0.367
H  -2.146  -2.593  -1.915  0.498
H  0.558  -2.409  -0.118  0.190
H  -2.826  -1.712  3.004  0.125
H  -2.268  1.638  0.558  0.120
H  -4.027  -0.603  -0.950  0.176
H  -3.894  -3.794  3.435  0.460
H  -4.485  1.506  0.638  0.415
H  -4.588  0.418  2.125  0.253
H  -4.110  -4.803  -0.920  0.221
H  4.387  -0.519  0.000  0.263

Summary:
Orbital gap in eV: 9.888
HOMO level in eV: -9.372
SMILES: c1ccncc1.c1ccncc1.c1ccncc1.C1CCOC1.C1CCOC1.C1CCOC1.C1CCOC1
Charge: 0

***

Formula: C37H36N6O4Pb
Source: the OMol25 dataset
Level of theory: ωB97M-V/def2-TZVPD

Last column: Mulliken charge in e.
Element x y z (Å)
Pb  -1.250  0.336  -1.198  1.520
O  -1.661  1.134  1.433  -0.666
O  -1.024  -0.484  -3.449  -0.589
O  -3.829  -1.603  0.016  -0.126
O  -0.069  2.320  -1.505  -1.009
N  -1.302  -0.959  2.899  -0.976
N  1.708  1.431  -0.310  -1.321
N  -2.194  -1.030  2.028  0.763
N  1.006  0.283  -0.303  1.820
N  -0.477  -1.963  -0.422  0.786
N  0.547  -2.016  -4.046  -0.111
C  -4.686  -1.843  -1.117  -1.124
C  -6.216  -1.316  2.749  -0.529
C  2.320  1.224  5.205  -0.997
C  -0.689  1.184  2.181  1.199
C  2.535  -0.657  -4.393  -0.955
C  0.848  -1.120  4.896  -0.576
C  2.754  6.310  -0.468  -0.372
C  0.640  -0.044  4.037  0.631
C  -5.739  -1.551  1.473  -0.896
C  1.670  3.771  -0.778  0.383
C  1.196  2.233  3.238  -0.771
C  -0.630  -0.821  -5.788  -0.749
C  1.195  -3.210  0.713  -1.033
C  1.734  -1.453  -3.358  0.020
C  2.473  0.181  6.101  -0.624
C  -5.371  -0.907  3.801  -1.107
C  -0.432  -0.026  3.054  0.463
C  -4.380  -1.429  1.203  0.768
C  -4.041  -0.765  3.557  -0.534
C  1.761  -1.002  5.930  -0.825
C  1.048  2.431  -0.902  0.337
C  3.013  3.918  -0.426  -0.123
C  1.419  6.166  -0.820  -0.721
C  -0.780  -4.302  -0.079  -0.999
C  0.239  2.268  2.293  -0.964
C  1.531  -0.777  0.213  0.109
C  -0.431  -1.117  -4.335  0.139
C  2.928  -0.810  0.748  -1.968
C  0.881  4.900  -0.989  -0.441
C  0.758  -0.317  -6.299  -0.731
C  -1.198  -3.073  -0.555  -0.798
C  1.676  0.321  -5.223  -0.412
C  0.720  -2.017  0.180  1.196
C  1.403  1.127  4.161  0.826
C  3.552  5.186  -0.280  -0.846
C  -3.512  -1.071  2.272  0.891
C  0.436  -4.363  0.582  -0.767
H  3.526  -1.537  0.193  0.371
H  -7.273  -1.450  2.939  0.445
H  -3.355  -0.457  4.337  0.504
H  1.910  -1.827  6.614  0.454
H  1.296  -1.135  -6.783  0.313
H  0.802  -5.302  0.978  0.483
H  0.276  -2.030  4.761  0.529
H  0.569  0.430  -7.070  0.425
H  -5.135  -2.833  -1.055  0.420
H  0.802  7.042  -0.973  0.429
H  -6.428  -1.839  0.693  0.501
H  -5.458  -1.079  -1.186  0.539
H  -1.384  -5.186  -0.231  0.527
H  0.110  3.125  1.645  0.748
H  2.154  -3.239  1.212  0.606
H  0.838  -2.535  -4.864  0.397
H  -1.392  -0.054  -5.893  0.379
H  -2.142  -2.971  -1.079  0.508
H  -4.045  -1.783  -1.990  0.243
H  2.891  2.137  5.328  0.480
H  1.090  0.958  -4.551  0.146
H  3.377  0.172  0.641  0.368
H  4.598  5.301  -0.026  0.438
H  -0.950  -1.709  -6.337  0.368
H  3.037  -1.357  -5.069  0.375
H  -0.154  4.770  -1.280  0.412
H  2.369  0.980  -5.744  0.412
H  1.382  -0.804  -2.558  -0.468
H  3.181  7.298  -0.349  0.414
H  3.318  -0.096  -3.877  0.469
H  2.319  -2.263  -2.927  0.391
H  3.149  0.283  6.940  0.444
H  3.622  3.036  -0.283  0.454
H  2.947  -1.097  1.803  0.388
H  1.850  3.093  3.336  0.467
H  -5.777  -0.717  4.785  0.426

Summary:
Orbital gap in eV: 5.108
HOMO level in eV: -12.684
Charge: +2